Below is C9H17BN2O6 in the gas phase, with properties calculated with ωB97M-V/def2-TZVPD.

Calculated values
SMILES: N[C@@H](CCC(=O)O)C(=O)N1C[C@H](O)C[C@H]1B(O)O
Total charge: 0
LUMO level in eV: 0.520
Kohn-Sham gap in eV: 9.25

Last column: Mulliken charge in e.
Element x y z (Å)
O: 2.02 -1.26 3.74  -0.674
O: -2.12 -0.54 -0.27  -0.793
O: -1.01 -0.93 -4.33  -0.579
O: -2.81 -0.96 -2.83  -0.578
O: 1.25 -0.19 5.60  -0.459
O: 1.07 2.79 -1.63  -0.601
B: -1.60 -0.57 -3.17  0.558
C: 1.07 -0.76 4.35  0.738
C: -0.94 -0.42 -0.14  0.183
N: -0.20 0.05 -1.25  0.271
N: 1.19 -0.83 1.10  -0.568
C: -0.32 -0.66 3.91  -0.740
C: 1.28 0.48 -1.19  -0.557
C: 0.23 1.20 -3.21  -0.907
C: -0.69 -0.11 2.50  -1.231
C: 1.33 1.55 -2.27  0.033
C: -0.90 0.60 -2.37  -0.272
C: -0.24 -0.87 1.20  0.582
H: -1.40 -1.29 -5.12  0.294
H: -2.93 -0.77 -1.92  0.431
H: 2.21 -0.20 5.75  0.362
H: 0.08 2.97 -1.62  0.387
H: 1.71 -1.05 1.98  0.193
H: 1.41 -1.56 0.45  0.271
H: -0.78 -1.62 3.92  0.362
H: -0.89 -0.03 4.66  0.275
H: 1.98 -0.31 -1.37  0.294
H: 1.28 1.01 -0.24  0.352
H: 0.04 2.05 -3.81  0.369
H: 0.60 0.34 -3.85  0.303
H: -1.77 0.18 2.49  0.423
H: -0.23 0.85 2.41  0.450
H: 2.35 1.55 -2.80  0.362
H: -1.75 1.26 -2.00  0.112
H: -0.52 -1.96 1.34  0.355

=====

Below is a molecular structure, C24H34BN14O3STi, with properties calculated with ωB97M-V/def2-TZVPD.

Calculated values
Total charge: -1
LUMO level (spin up / spin down) in eV: 2.374 / 2.374
Kohn-Sham gap (spin up / spin down) in eV: 5.04 / 5.04

Last column: Mulliken charge in e.
Element x y z (Å)
Ti: -0.10 1.66 -0.57  -0.082
N: 0.64 3.04 -4.85  -0.575
C: -0.05 2.25 -3.93  0.908
S: -0.61 3.15 -2.52  -0.567
N: -0.15 1.02 -4.23  -0.756
N: -0.91 0.07 -3.65  -0.177
C: -0.36 -0.94 -3.11  -1.370
C: 1.09 -1.10 -2.87  1.166
C: 1.78 -2.23 -3.32  -0.225
C: 3.16 -2.31 -3.24  -0.805
C: 3.87 -1.26 -2.68  -0.792
C: 3.20 -0.15 -2.18  -0.755
C: 1.81 -0.07 -2.23  -0.168
O: 1.17 0.92 -1.63  0.656
H: 0.40 4.02 -4.78  0.224
H: 0.62 2.68 -5.79  0.257
H: -1.02 -1.78 -2.92  0.503
H: 1.21 -3.03 -3.79  0.460
H: 3.68 -3.18 -3.63  0.381
H: 4.95 -1.30 -2.62  0.429
H: 3.75 0.66 -1.72  0.437
N: -2.19 -0.80 1.50  -0.373
C: -2.51 -1.37 0.19  1.879
C: -3.68 -2.39 0.22  -1.027
C: -3.50 -3.41 1.35  -0.384
C: -2.43 -4.49 1.09  -1.176
N: -1.22 -3.98 0.46  0.012
C: -0.04 -3.62 1.01  0.480
N: 1.01 -3.55 0.15  -0.494
N: 0.13 -3.24 2.25  -0.612
C: -2.72 -0.12 -0.66  -0.560
O: -3.80 0.19 -1.11  -0.719
O: -1.60 0.54 -0.79  -0.262
H: -1.78 -1.45 2.14  0.148
H: -3.02 -0.39 1.92  0.276
H: -1.61 -1.83 -0.20  -0.872
H: -3.79 -2.89 -0.74  0.341
H: -4.59 -1.81 0.39  0.323
H: -4.43 -3.94 1.57  0.468
H: -3.24 -2.86 2.25  0.303
H: -2.83 -5.25 0.41  0.435
H: -2.19 -4.99 2.03  0.378
H: -1.16 -4.18 -0.53  0.226
H: 0.77 -3.33 -0.81  0.163
H: 1.75 -2.93 0.47  0.518
H: -0.72 -3.33 2.80  0.321
H: 0.71 -1.98 2.44  0.261
B: 0.23 4.05 2.27  0.474
N: -1.15 3.76 1.59  -0.879
C: -2.28 4.39 1.93  -0.166
C: -3.30 3.96 1.10  -1.238
C: -2.69 3.05 0.24  -0.595
N: -1.40 2.92 0.56  1.118
N: 1.40 3.67 1.31  0.211
C: 2.68 3.94 1.57  -0.206
C: 3.42 3.71 0.43  -1.385
C: 2.49 3.28 -0.51  -0.311
N: 1.27 3.24 0.04  0.344
H: 0.33 3.43 3.30  -0.109
H: 0.28 5.24 2.46  -0.230
H: -2.28 5.11 2.73  0.397
H: -4.33 4.27 1.11  0.409
H: -3.12 2.50 -0.58  0.521
H: 2.97 4.31 2.54  0.450
H: 4.48 3.84 0.30  0.400
H: 2.61 3.04 -1.55  0.742
N: 3.13 -2.08 1.84  -0.352
C: 2.09 -1.13 1.99  -0.450
C: 1.79 -0.26 1.00  -0.178
N: 0.72 0.67 1.07  1.926
C: 0.16 0.70 2.35  -0.430
C: 0.48 -0.15 3.34  -0.987
N: 1.40 -1.25 3.22  -0.850
H: 3.80 -1.81 1.13  0.253
H: 3.57 -2.27 2.73  0.260
H: 2.38 -0.27 0.10  -0.071
H: -0.59 1.46 2.53  0.367
H: 0.02 -0.05 4.31  0.362

=====

Below is 2 unconnected molecules or ions with the total composition C3H4O2, with properties calculated with ωB97M-V/def2-TZVPD.

Calculated values
SMILES: C=C=O.C=O
Total charge: 0
LUMO level in eV: 0.640
Kohn-Sham gap in eV: 10.31

Last column: Mulliken charge in e.
Element x y z (Å)
C: 0.00 -1.98 0.92  -0.970
C: -0.56 -0.85 1.05  0.811
C: 0.33 1.94 -1.22  0.226
O: -1.21 0.10 1.15  -0.327
O: -0.31 2.93 -1.35  -0.388
H: 0.52 -2.14 0.07  0.286
H: 1.11 1.70 -1.90  0.254
H: 0.16 1.13 -0.42  -0.109
H: -0.04 -2.83 1.70  0.219

=====

Below is a molecular structure, C6H9Cl2CoO3PPr, with properties calculated with ωB97M-V/def2-TZVPD.

Calculated values
Total charge: +4
LUMO level (spin up / spin down) in eV: -15.342 / -16.956
Spin multiplicity: 7
Expectation value of S²: 12.025
Kohn-Sham gap (spin up / spin down) in eV: 7.37 / 6.79

Last column: Löwdin spin population.
Element x y z (Å)
Pr: -4.24 4.54 -2.90  2.054
Co: 0.12 -0.17 -0.24  2.724
Cl: -4.49 3.35 -5.08  -0.044
Cl: -1.36 0.80 0.95  0.459
C: 1.80 -0.33 0.27  0.123
C: -5.29 6.04 -4.45  -0.007
C: -4.59 6.84 -2.04  -0.006
O: 2.48 -0.03 1.16  0.066
O: -5.74 7.01 -4.93  0.002
O: -4.84 7.96 -1.82  0.002
C: 0.57 -3.42 -1.86  0.053
P: -0.23 -2.11 -0.90  0.317
C: -1.73 -1.57 -1.78  0.124
C: -0.93 -2.86 0.61  0.064
H: 0.92 -3.05 -2.84  0.000
H: -0.21 -4.17 -1.97  0.016
H: 1.45 -3.83 -1.33  0.001
H: -2.37 -2.46 -1.91  0.030
H: -2.25 -0.82 -1.17  0.004
H: -1.43 -1.15 -2.74  0.000
H: -1.63 -3.64 0.27  0.018
H: -0.11 -3.26 1.21  0.000
H: -1.47 -2.08 1.16  0.001

=====

Number 1: F_max 4.11 eV Å⁻¹, molar mass 260.1 g/mol. Number 2: F_max 3.23 eV Å⁻¹, molar mass 657.4 g/mol. Number 3: F_max 4.57 eV Å⁻¹, molar mass 72.1 g/mol. Number 4: F_max 11.44 eV Å⁻¹, molar mass 430.9 g/mol.